C46H54IrN3O5P2SSi2 as an isolated structure, computed with ωB97M-V/def2-TZVPD.

Values from the calculation:
HOMO-LUMO gap (spin up / spin down): 7.49 / 7.23 eV
LUMO energy (spin up / spin down): -3.049 / -3.300 eV
total energy: -111289.3304 eV
expectation value of S²: 0.754
multiplicity: 2
ΔE to the lowest compared entry with this formula, charge and spin: 53.02 kcal per mole
charge: +1

Last column: Löwdin charge in e.
Atoms and positions in Å:
Ir 0.0832 0.2595 -1.8190  1.32
S 1.0270 -0.3784 -4.3590  0.46
P 1.2508 0.6927 1.1414  0.74
P -1.2319 -0.7489 0.9048  0.74
Si 3.1361 0.8762 -1.2522  0.40
Si -2.6753 -1.4687 -1.6099  0.40
O 0.9744 -1.2468 -3.1241  -0.45
O -4.3640 3.7184 1.1973  -0.08
O 0.0959 0.7535 -4.0302  -0.44
O -0.8178 1.8397 -1.0014  -0.27
O 2.3344 0.0350 -4.7541  -0.27
N -1.8349 4.4772 1.7494  0.16
N -1.2644 -0.8212 -0.7328  -0.38
N 1.5967 0.4283 -0.4392  -0.37
C -3.5899 0.4472 1.7177  -0.09
C -2.5074 5.0526 -1.1995  -0.01
C 1.8741 2.3333 1.6283  -0.29
C 2.5858 -1.3648 4.3913  -0.07
C -3.0544 -3.2034 -1.0188  -0.15
C 0.4035 -2.9588 0.7146  -0.09
C 0.3287 -1.2608 -5.7039  -0.11
C 2.1315 -0.4788 2.1987  -0.30
C 3.0856 -1.3335 1.6568  -0.08
C 3.8020 -2.1868 2.4844  -0.06
C 0.9979 -4.3965 2.5447  -0.07
C -2.2192 -1.5318 -3.4093  -0.19
C -1.4677 3.7854 0.6946  -0.01
C -2.9104 5.4101 1.8897  -0.18
C 1.8738 -0.5065 3.5702  -0.10
C -1.4809 2.8285 -1.5188  -0.30
C 0.1752 -3.6670 3.3933  -0.07
C -2.8713 5.0922 -2.5100  -0.07
C -1.9236 2.8803 -2.8621  0.00
C 1.4597 3.4066 0.8360  -0.13
C -0.5348 -2.5826 2.9045  -0.09
C 3.5554 -2.1991 3.8488  -0.07
C 2.7172 2.2215 -2.4860  -0.16
C -5.6629 3.2708 0.8281  -0.06
C -4.8671 -1.9070 2.4277  -0.06
C 1.1150 -4.0414 1.2087  -0.07
C -5.5247 -0.6938 2.5614  -0.06
C -2.9164 -0.7651 1.5824  -0.30
C -5.2502 5.9179 1.7332  0.00
C -0.4302 0.6549 1.4958  -0.25
C 2.7590 4.9188 2.1715  -0.07
C -2.6569 6.6810 2.3712  -0.01
C -4.8845 0.4858 2.2030  -0.08
C -0.4363 -2.2341 1.5574  -0.31
C 4.4011 1.5428 -0.0510  -0.15
C 3.8590 -0.6937 -1.9689  -0.17
C -4.9836 7.2012 2.1957  -0.06
C 2.7514 2.5657 2.6798  -0.07
C -2.5958 3.9759 -3.3293  -0.03
C -3.6956 7.5866 2.5284  -0.07
C 3.1869 3.8574 2.9523  -0.06
C -4.2168 5.0007 1.5954  -0.23
C -4.1395 -0.3089 -1.4272  -0.15
C 1.8951 4.6923 1.1054  -0.07
C -3.5680 -1.9438 1.9384  -0.10
C -1.8409 3.9209 -0.6570  -0.11
H 3.9436 -0.6381 -3.0527  0.02
H 4.5495 -2.8451 2.0615  0.11
H 1.5786 5.5153 0.4764  0.11
H -3.1805 -3.8666 -1.8781  0.04
H -0.7664 2.9856 0.9311  0.07
H 4.2230 2.5818 0.2258  0.03
H -6.3665 3.3748 1.6565  0.10
H -2.2446 -3.6100 -0.4113  0.02
H -5.3938 1.4361 2.3016  0.08
H 3.2599 -1.3366 0.5884  0.08
H 4.1143 -2.8655 4.4928  0.11
H 2.7989 3.1983 -2.0042  0.04
H -6.0282 3.8216 -0.0413  0.11
H 0.8324 3.2089 -0.0254  0.08
H -1.6368 6.9635 2.6014  0.12
H -3.3497 5.9674 -2.9260  0.11
H -4.7000 -0.2425 -2.3633  0.04
H -3.7925 0.6959 -1.1715  0.02
H 0.4887 -2.6706 -0.3271  0.10
H -1.9503 -0.5438 -3.7897  0.01
H 0.0928 -3.9407 4.4370  0.11
H -3.4955 8.5821 2.8979  0.11
H -5.5513 2.2199 0.5755  0.07
H 2.3873 -1.3837 5.4549  0.11
H 1.7661 -4.6042 0.5526  0.11
H 5.3731 1.4898 -0.5494  0.05
H 3.3892 2.1933 -3.3453  0.05
H 3.1089 1.7446 3.2856  0.10
H -3.0785 -1.8786 -3.9885  0.06
H 4.4741 0.9527 0.8637  0.03
H -1.1629 -2.0030 3.5701  0.12
H -2.6866 5.9118 -0.5685  0.12
H 1.7053 2.1418 -2.8912  0.00
H 0.9513 -2.1332 -5.8906  0.09
H 3.8760 4.0300 3.7685  0.11
H 3.2287 -1.5556 -1.7460  0.02
H -5.3619 -2.8271 2.7095  0.11
H -5.8020 7.9003 2.3028  0.11
H -0.6900 -1.5520 -5.4711  0.05
H 1.1168 0.1473 3.9881  0.11
H 1.5511 -5.2443 2.9277  0.11
H -6.2644 5.6364 1.4911  0.11
H 4.8560 -0.8708 -1.5603  0.04
H -6.5338 -0.6660 2.9516  0.11
H -1.3845 -2.2132 -3.5775  0.03
H -1.6999 2.0544 -3.5186  0.09
H 3.1079 5.9213 2.3821  0.11
H -3.0620 -2.8937 1.8421  0.10
H -3.0882 1.3589 1.4345  0.09
H -3.9754 -3.2454 -0.4380  0.03
H -1.3327 4.2619 2.6012  0.18
H -2.9189 3.9897 -4.3630  0.12
H -4.8281 -0.6382 -0.6463  0.03
H 0.3604 -0.5841 -6.5549  0.09

Forces on the atoms, in the same order (eV/Å):
Ir -0.3 0.2 -1.0
S 0.1 0.0 0.1
P 0.2 0.1 -0.2
P -0.1 -0.1 0.0
Si -0.2 -0.3 0.1
Si 0.1 0.2 0.2
O 0.0 0.2 0.2
O 0.0 -0.1 0.0
O 0.1 -0.1 0.0
O 0.1 0.4 0.5
O 0.1 -0.1 0.0
N 0.0 -0.1 0.0
N 0.1 -0.1 0.1
N -0.3 0.1 0.2
C 0.1 0.0 0.0
C 0.0 0.0 0.2
C 0.0 0.0 -0.2
C 0.0 0.0 0.0
C -0.1 -0.1 0.0
C -0.2 -0.1 0.0
C -0.1 -0.1 0.0
C 0.1 0.1 0.1
C 0.0 0.1 0.1
C 0.0 0.0 0.0
C 0.0 0.0 0.0
C 0.1 0.1 -0.1
C 0.0 -0.1 0.2
C 0.0 0.1 -0.1
C 0.1 0.1 0.0
C -0.2 0.0 0.0
C 0.0 0.0 0.0
C 0.0 0.0 -0.1
C 0.1 -0.1 0.1
C 0.4 -0.1 -0.1
C 0.0 0.0 -0.1
C 0.0 0.0 0.0
C 0.0 -0.1 0.0
C 0.0 0.2 -0.3
C 0.0 0.0 0.0
C -0.1 0.0 0.0
C 0.0 0.0 0.0
C 0.0 -0.1 -0.1
C 0.0 0.0 0.0
C 0.0 -0.1 0.4
C 0.0 0.0 0.0
C 0.0 0.0 -0.1
C 0.0 -0.1 0.2
C 0.0 0.0 0.0
C 0.0 0.1 0.1
C 0.0 0.0 -0.1
C 0.0 0.0 0.0
C -0.1 0.0 0.1
C -0.1 0.1 0.0
C 0.0 0.0 0.0
C 0.0 -0.1 0.0
C 0.0 0.0 0.0
C 0.0 0.0 0.0
C 0.0 0.0 0.0
C 0.0 0.0 0.0
C -0.1 0.0 -0.1
H 0.0 0.0 0.0
H 0.0 0.0 0.0
H 0.0 0.0 0.0
H 0.0 0.0 0.0
H -0.5 0.1 0.0
H 0.0 0.0 0.0
H 0.0 0.0 0.0
H 0.0 0.0 0.0
H 0.1 -0.3 0.2
H 0.0 0.0 0.0
H 0.0 0.0 0.0
H 0.0 0.0 0.0
H 0.0 0.0 0.0
H 0.2 0.0 -0.1
H 0.0 0.0 0.0
H 0.0 0.0 0.0
H 0.0 0.0 0.0
H 0.0 0.0 0.0
H 0.0 0.0 0.0
H 0.0 0.0 -0.1
H 0.0 0.0 0.0
H 0.0 0.0 0.0
H -0.1 0.2 -0.2
H 0.0 0.0 0.0
H 0.0 0.0 0.0
H 0.0 0.0 0.0
H 0.0 0.0 0.0
H 0.0 0.0 0.0
H 0.0 0.0 0.1
H 0.0 0.0 0.0
H 0.0 0.0 0.0
H -0.1 0.0 0.0
H 0.0 0.1 -0.1
H 0.0 0.0 0.0
H 0.0 0.0 0.0
H 0.0 0.0 0.0
H 0.0 0.0 0.0
H 0.0 0.0 0.0
H 0.0 0.0 0.0
H 0.0 0.0 0.0
H 0.0 0.0 0.0
H 0.0 0.0 0.0
H 0.0 0.0 0.0
H 0.0 0.0 0.0
H 0.0 0.0 0.0
H 0.0 -0.1 0.0
H 0.0 0.0 0.0
H 0.0 0.0 0.0
H 0.1 0.2 0.0
H 0.0 0.0 0.0
H -0.1 -0.1 0.0
H 0.0 0.0 0.0
H 0.0 0.0 0.0
H 0.0 0.0 0.0